# C29H34AsCl2N2O3S6SiTl

C29H34AsCl2N2O3S6SiTl as an isolated structure (ωB97M-V/def2-TZVPD, OMol25).

```
79
C29H34AsCl2N2O3S6SiTl, DFT ωB97M-V/def2-TZVPD
Tl 1.075 0.469 1.516
S 3.406 -2.011 4.859
As 3.222 -0.126 3.945
S 1.009 0.495 3.952
S 3.479 -0.292 1.703
S 4.403 1.428 4.725
C 0.994 -3.184 -3.425
C 0.902 -2.938 -1.915
C 0.016 -4.004 -1.261
C 2.325 -3.052 -1.348
Si 0.258 -1.200 -1.478
O 0.296 -0.984 0.117
C 1.330 0.039 -2.410
C 0.889 0.679 -3.569
C 1.687 1.602 -4.233
C 2.949 1.906 -3.743
C 3.410 1.280 -2.593
C 2.608 0.355 -1.939
C -1.527 -0.923 -2.079
C -2.268 -1.761 -2.913
C -3.590 -1.482 -3.244
C -4.203 -0.339 -2.753
C -3.485 0.518 -1.929
C -2.171 0.223 -1.595
H 1.478 -4.151 -3.612
H 1.593 -2.413 -3.916
H 0.021 -3.208 -3.916
H 0.435 -5.004 -1.429
H -1.002 -3.992 -1.660
H -0.053 -3.860 -0.181
H 2.676 -4.087 -1.426
H 2.391 -2.759 -0.300
H 3.018 -2.420 -1.907
H -0.107 0.472 -3.947
H 1.315 2.100 -5.120
H 3.565 2.642 -4.245
H 4.384 1.525 -2.189
H 2.981 -0.103 -1.030
H -1.823 -2.663 -3.310
H -4.140 -2.161 -3.886
H -5.233 -0.118 -3.010
H -3.945 1.418 -1.539
H -1.642 0.900 -0.935
O -0.958 6.927 1.268
S 0.204 6.401 0.604
O 0.837 7.236 -0.384
N -0.124 4.919 -0.031
C 0.592 3.991 0.527
S 0.442 2.387 -0.067
C 1.529 4.460 1.603
C 2.453 3.768 2.366
C 3.200 4.474 3.304
C 3.039 5.844 3.465
C 2.129 6.550 2.685
C 1.396 5.830 1.771
H 2.625 2.707 2.260
H 3.900 3.916 3.910
H 3.633 6.368 4.205
H 1.998 7.619 2.788
C -3.709 -2.031 3.225
C -3.610 -1.486 1.795
C -3.015 -2.536 0.850
C -4.992 -1.047 1.298
C -2.722 -0.310 1.818
N -2.024 0.601 1.853
H -4.359 -2.908 3.226
H -4.128 -1.282 3.898
H -2.729 -2.319 3.598
H -3.631 -3.438 0.893
H -1.997 -2.790 1.140
H -3.001 -2.168 -0.177
H -5.657 -1.913 1.297
H -4.931 -0.656 0.282
H -5.418 -0.281 1.948
Cl -0.234 -3.623 3.241
C 1.294 -3.386 2.362
Cl 1.940 -4.939 1.788
H 2.014 -2.951 3.054
H 1.085 -2.754 1.504
```

Values from the calculation:
net charge	-2
E_HOMO	-0.094	Eh
calculated total energy	-203221.2394	eV

# C29H34ClF4N2O16

A 5-piece molecular cluster, C29H34ClF4N2O16 overall (ωB97M-V/def2-TZVPD, OMol25).

```
86
C29H34ClF4N2O16, DFT ωB97M-V/def2-TZVPD
C 3.492 3.728 4.131
C 2.868 3.921 2.976
C 2.050 3.802 1.586
C 2.806 3.359 0.272
N 2.084 3.230 -1.000
N 2.818 2.808 -2.120
C 3.159 1.341 -1.890
C 1.883 0.432 -1.490
C 1.710 0.137 0.088
C 3.021 -0.609 0.749
C 0.633 3.523 -1.141
Cl -0.023 3.338 -2.857
C -0.276 3.958 0.078
C -1.850 4.259 -0.039
C -2.696 3.140 -0.848
C -4.034 2.625 -0.088
C -3.856 1.023 0.129
O -4.766 0.486 1.148
C -3.868 -0.081 2.148
O -3.670 0.570 3.222
C 0.482 4.102 1.488
C -0.243 4.550 2.855
O -1.181 3.934 3.440
O 0.266 5.751 3.490
H 3.848 3.325 5.160
H 3.930 3.123 0.325
H 3.707 3.350 -2.174
H 3.997 1.200 -1.096
H 3.550 0.937 -2.909
H 0.872 0.862 -1.866
H 1.999 -0.608 -2.005
H 0.855 -0.654 0.177
H 1.357 1.041 0.716
H 3.740 0.195 1.167
H 2.624 -1.293 1.593
H 3.508 -1.238 -0.107
H -2.056 5.276 -0.557
H -2.322 4.324 1.028
H -1.982 2.253 -1.059
H -3.020 3.567 -1.885
H -4.919 2.755 -0.838
H -4.259 3.206 0.880
H -4.040 0.467 -0.875
H -2.735 0.817 0.394
H -3.345 -1.095 2.002
H 1.032 6.097 2.961
C 0.593 -4.122 2.787
C 0.867 -5.298 1.908
O 0.462 -4.851 0.631
C 0.653 -3.502 0.644
O 0.677 -2.815 -0.341
O 0.822 -3.028 1.912
F 0.097 -6.355 2.257
H -0.441 -4.093 3.143
H 1.262 -4.082 3.649
H 1.919 -5.600 1.875
C -4.120 -5.484 0.820
C -4.204 -4.930 2.204
O -3.112 -4.034 2.261
C -2.935 -3.601 0.982
O -2.283 -2.634 0.680
O -3.591 -4.390 0.086
F -4.012 -5.899 3.127
H -3.436 -6.335 0.746
H -5.095 -5.783 0.431
H -5.132 -4.392 2.418
C 6.830 -0.824 -1.270
C 8.172 -0.172 -1.202
O 7.872 1.202 -1.345
C 6.622 1.352 -0.830
O 6.136 2.414 -0.531
O 5.985 0.155 -0.686
F 8.949 -0.552 -2.240
H 6.506 -1.018 -2.297
H 6.793 -1.760 -0.710
H 8.704 -0.336 -0.260
C -4.348 -1.083 -2.995
C -4.492 -1.746 -4.326
O -5.756 -1.304 -4.775
C -5.932 -0.079 -4.205
O -6.756 0.718 -4.561
O -5.051 0.135 -3.183
F -4.530 -3.093 -4.194
H -4.817 -1.651 -2.186
H -3.305 -0.897 -2.733
H -3.725 -1.466 -5.053
```

Values from the calculation:
net charge	+1
E_HOMO	-0.452	Eh
calculated total energy	-89738.7953	eV

# C29H34I2NO9PbSSi

C29H34I2NO9PbSSi as an isolated structure (ωB97M-V/def2-TZVPD, OMol25).

```
78
C29H34I2NO9PbSSi, DFT ωB97M-V/def2-TZVPD
Pb -1.319 3.167 1.811
O 2.156 2.464 1.296
S 1.498 3.596 0.514
O 2.292 4.070 -0.627
O 1.141 4.656 1.442
O 0.154 2.932 0.123
O -4.183 -3.123 2.310
C -3.060 -2.506 1.977
O -2.161 -2.164 2.667
C -3.034 -2.095 0.461
N -4.421 -2.074 -0.040
C -4.289 -2.571 -1.416
C -3.477 -3.805 -1.124
C -2.296 -3.209 -0.307
H -2.660 -1.092 0.335
H -4.673 -1.108 -0.008
H -4.737 -3.056 1.487
H -3.770 -1.861 -2.083
H -5.324 -2.790 -1.825
H -3.134 -4.388 -1.996
H -4.076 -4.434 -0.430
H -1.436 -2.988 -0.944
H -1.882 -3.849 0.472
C 1.295 -0.562 0.497
C 1.824 -0.372 1.879
C 3.294 -0.618 1.888
C 1.196 -1.322 2.880
Si 1.436 1.359 2.543
O -0.061 1.792 2.913
C 3.364 0.521 -3.495
C 4.657 0.766 -3.866
C 5.098 -0.101 -4.839
C 4.321 -1.105 -5.488
C 2.979 -1.296 -5.045
C 2.469 -0.521 -3.944
C 2.454 1.846 4.001
C 2.326 3.230 4.261
C 2.965 3.757 5.397
C 3.726 2.945 6.268
C 3.729 1.586 6.028
C 3.145 1.001 4.944
H 1.722 -1.540 0.175
H 1.759 0.243 -0.037
H 0.214 -0.530 0.432
H 3.944 0.174 1.616
H 3.542 -1.503 1.245
H 3.600 -0.829 2.927
H 1.543 -2.328 2.744
H 0.131 -1.425 2.725
H 1.295 -1.021 3.955
H 5.217 1.529 -3.415
H 6.162 0.003 -5.064
H 4.754 -1.838 -6.242
H 2.456 -2.261 -5.389
H 2.931 1.271 -2.773
H 1.590 3.824 3.641
H 2.597 4.751 5.679
H 4.168 3.384 7.099
H 4.291 0.952 6.674
H 3.080 -0.076 4.822
I -0.139 -1.934 -4.035
C 1.071 -0.423 -3.353
H 1.015 -0.643 -2.321
H 0.537 0.485 -3.542
I -4.741 -0.225 -5.751
C -4.292 0.518 -3.749
C -5.358 0.535 -2.838
C -5.128 0.984 -1.556
C -3.777 1.290 -1.115
C -2.799 1.245 -2.091
C -3.007 0.816 -3.454
C -3.359 1.457 0.341
O -4.252 1.416 1.185
O -2.104 1.512 0.583
H -6.287 0.328 -3.289
H -5.912 1.122 -0.857
H -1.759 1.312 -1.775
H -2.229 0.745 -4.117
```

Values from the calculation:
net charge	-1
E_HOMO	-0.250	Eh
calculated total energy	-90710.2629	eV

no.,frontier orbital gap (eV),lowest unoccupied orbital energy (eV),F_max (eV/Å)
1,6.484,3.94,0.221
2,7.383,-4.91,7.376
3,8.617,1.81,4.100